(1)
The following is a quantum chemistry calculation of a structure of composition C14H14IN5S3V, from OMol25.

Results
- Lowest unoccupied orbital energy (alpha / beta): 0.21 / 0.19 eV
- HOMO level (alpha / beta): -6.64 / -6.85 eV
- Total energy: -88490.8413 eV
- Energy above the lowest of the compared OMol25 structures with the same formula, charge and spin: 5.39 kcal per mole

Geometry as ORCA input:
```
! RIJCOSX wB97M-V def2-TZVPD def2/J DEFGRID3
* xyz 0 4
V 0.39471 -0.08399 -0.08623
C 0.73623 5.16273 0.56359
C 1.77615 4.22128 0.09184
N 3.03422 4.48177 -0.07880
N 3.56909 3.29006 -0.49405
C 2.67466 2.30326 -0.57670
S 2.85732 0.67348 -0.95446
N 1.51866 2.91077 -0.21851
N 0.33427 2.19805 -0.13956
H 1.20065 6.12466 0.76168
H 0.27082 4.79071 1.47732
H -0.04483 5.28880 -0.18706
H 4.55567 3.21152 -0.66225
H -0.00515 2.13847 0.83099
H -0.38089 2.58789 -0.74499
S -2.02961 0.42664 -0.20955
C -2.49538 0.05946 1.46861
C -3.84063 -0.19829 1.73710
C -4.28011 -0.50584 3.01135
C -3.36253 -0.57046 4.05476
C -2.02668 -0.32096 3.80590
C -1.56581 0.00148 2.52836
S 0.16547 0.33620 2.32134
H -4.54292 -0.14770 0.91366
H -5.33017 -0.69790 3.19138
H -3.68830 -0.81632 5.05752
H -1.30358 -0.37106 4.61093
I 2.81867 -2.60880 0.15684
C 0.85105 -3.26579 0.29211
C 0.61160 -4.60871 0.51346
C -0.71055 -5.01898 0.60950
C -1.71002 -4.07276 0.45648
C -1.36273 -2.75685 0.21014
N -0.09123 -2.33213 0.13394
H 1.43359 -5.30050 0.61285
H -0.94469 -6.05840 0.79380
H -2.75535 -4.33820 0.52011
H -2.11628 -1.99837 0.05379
*
```

Here are the Löwdin charges for atoms 1 to 6, given in e: 0.21, 0.01, -0.32, 0.13, 0.04, -0.75

=====

(2)
The following is a quantum chemistry calculation of the molecule C10H8O2 in a non-equilibrium geometry, from OMol25.

Results
- Lowest unoccupied orbital energy: -0.62 eV
- HOMO level: -8.76 eV
- Total energy: -14592.5110 eV
- SMILES: Cc1ccc2oc(=O)ccc2c1
- Energy above the lowest of the compared OMol25 structures with the same formula, charge and spin: 58.31 kcal per mole

Geometry as ORCA input:
```
! RIJCOSX wB97M-V def2-TZVPD def2/J DEFGRID3
* xyz 0 1
C 2.76573 1.74878 0.06119
C 1.46363 1.07342 -0.03350
C 0.56792 1.73339 -0.79576
C -0.77128 1.18402 -1.01291
C -1.25713 -0.09454 -0.53379
O -2.46571 -0.52011 -0.65065
C -2.83097 -1.77700 -0.05644
O -4.00427 -2.04442 -0.14485
C -1.88432 -2.42256 0.69471
C -0.61909 -1.95083 0.76002
C -0.23690 -0.73937 0.22949
C 1.08806 -0.11579 0.58035
H 3.55077 1.23078 -0.49138
H 2.92003 2.01199 1.13896
H 2.41322 2.83851 -0.23646
H 0.94136 2.66444 -1.29361
H -1.35552 1.63883 -1.78180
H -2.18347 -3.22403 1.34930
H 0.23516 -2.56243 1.03249
H 1.66278 -0.67308 1.18465
*
```

Here are the Löwdin charges for atoms 1 to 6, given in e: -0.06, -0.36, -0.04, 0.06, -0.23, 0.15

=====

(3)
The following is a quantum chemistry calculation of a cluster of 3 separate species, C25H52BBrO9S2 in total, from OMol25.

Results
- Lowest unoccupied orbital energy: 0.43 eV
- HOMO level: -9.52 eV
- Total energy: -137584.5665 eV
- SMILES: CCCCCCCCCCCCCCCB(C[C@H](C)Br)OCCC.O=S1(=O)OCCO1.O=S1(=O)OCCO1

Geometry as ORCA input:
```
! RIJCOSX wB97M-V def2-TZVPD def2/J DEFGRID3
* xyz 0 1
C 7.48274 -2.57962 0.72012
C 6.41697 -1.56450 1.10970
C 6.00335 -0.65304 -0.05014
C 5.15192 0.52664 0.45552
C 4.18417 1.05943 -0.60421
C 2.83041 0.31571 -0.61297
C 1.71836 1.04162 0.16993
C 0.50467 1.48124 -0.67759
C -0.83657 1.03178 -0.11525
C -1.31379 1.83595 1.11075
C -2.49462 2.75478 0.81025
C -3.79059 1.98648 0.55218
C -4.53187 1.58107 1.83503
C -5.39179 0.33139 1.65001
C -6.70888 0.62546 0.88011
B -7.25952 -0.57036 0.00867
C -6.93119 -0.66121 -1.54564
C -5.42621 -0.53185 -1.86276
C -5.11535 0.69611 -2.70837
Br -4.78852 -2.10294 -2.86913
O -8.08638 -1.53121 0.55111
C -7.54442 -2.36504 1.58971
C -7.48190 -3.81374 1.14669
C -6.25104 -4.16879 0.29746
H 8.47931 -2.13821 0.70858
H 7.28835 -2.99686 -0.26914
H 7.51323 -3.41768 1.41845
H 5.51461 -2.06234 1.46979
H 6.78697 -0.91304 1.90019
H 5.40658 -1.21970 -0.76970
H 6.90367 -0.27457 -0.53710
H 5.84022 1.32061 0.75178
H 4.62070 0.19888 1.35240
H 4.64901 0.93886 -1.58494
H 4.02938 2.12833 -0.45284
H 2.56008 0.13809 -1.65238
H 3.02032 -0.66918 -0.17730
H 1.40425 0.41956 1.00878
H 2.16674 1.94197 0.59284
H 0.61400 1.03934 -1.66822
H 0.53625 2.56106 -0.82831
H -1.58312 1.17201 -0.90489
H -0.82651 -0.03524 0.10707
H -0.49603 2.38888 1.57483
H -1.64750 1.12535 1.87448
H -2.66093 3.40102 1.67825
H -2.27599 3.42570 -0.02365
H -4.44997 2.63910 -0.02755
H -3.61124 1.11060 -0.07465
H -5.15829 2.41766 2.15180
H -3.79887 1.41948 2.62947
H -5.65913 -0.03341 2.64433
H -4.78595 -0.45098 1.18727
H -7.46692 0.90095 1.61750
H -6.55321 1.51751 0.26706
H -7.44446 0.14772 -2.07554
H -7.31829 -1.58649 -1.96833
H -4.81646 -0.49197 -0.96718
H -5.73492 0.71640 -3.60178
H -5.32774 1.58012 -2.10387
H -4.06450 0.70717 -2.99250
H -6.55850 -2.02086 1.90384
H -8.21438 -2.29518 2.45006
H -7.43946 -4.39878 2.06950
H -8.41084 -4.08812 0.65148
H -5.45671 -3.43138 0.41236
H -6.49202 -4.27851 -0.75669
H -5.83679 -5.11949 0.63267
O 2.71519 0.79862 -5.94466
S 1.65323 1.09220 -5.05392
O 1.89614 1.54764 -3.73435
O 0.67184 -0.17185 -5.00754
C -0.66324 0.21294 -5.36141
C -0.47134 1.37677 -6.31298
O 0.62827 2.10585 -5.75060
H -1.19321 0.51427 -4.45561
H -1.17160 -0.62987 -5.82098
H -1.34124 2.02437 -6.37061
H -0.19423 1.03890 -7.31342
O 6.96900 0.17404 4.09203
S 8.26353 0.47804 3.60217
O 8.46290 1.05773 2.32497
O 9.18048 -0.82558 3.75234
C 10.33580 -0.54131 4.55170
C 9.87561 0.55195 5.49407
O 9.03681 1.37909 4.67826
H 11.13807 -0.19674 3.89675
H 10.64596 -1.44406 5.07024
H 10.69621 1.14533 5.88644
H 9.28096 0.15196 6.31776
*
```

Here are the Löwdin charges for atoms 1 to 6, given in e: -0.11, -0.27, -0.22, -0.21, -0.21, -0.19

=====

(4)
The following is a quantum chemistry calculation of a structure of composition CH2NO2 in a non-equilibrium geometry, from OMol25.

Results
- Lowest unoccupied orbital energy: 4.74 eV
- HOMO level: -3.70 eV
- Total energy: -6654.6388 eV
- Energy above the lowest of the compared OMol25 structures with the same formula, charge and spin: 40.09 kcal per mole

Geometry as ORCA input:
```
! RIJCOSX wB97M-V def2-TZVPD def2/J DEFGRID3
* xyz -1 1
N 0.01837 -0.43123 0.86096
C -0.08553 0.46356 -0.29741
O -1.11959 1.25567 -0.30480
O 0.81353 0.29620 -1.16741
H 0.99873 -0.80252 0.81185
H -0.62551 -0.78168 0.09682
*
```

So, what does the Löwdin scheme give us? The charges, in e, come out as: 0.03, -0.87, -0.16, -0.13, 0.06, 0.06

=====

(5)
The following is a quantum chemistry calculation of the molecule C12H14Se in a non-equilibrium geometry, from OMol25.

Results
- Lowest unoccupied orbital energy (alpha / beta): -0.17 / -0.17 eV
- HOMO level (alpha / beta): -8.13 / -8.13 eV
- Total energy: -78010.4172 eV
- Energy above the lowest of the compared OMol25 structures with the same formula, charge and spin: 89.42 kcal per mole

Geometry as ORCA input:
```
! RIJCOSX wB97M-V def2-TZVPD def2/J DEFGRID3
* xyz 0 1
C 0.70260 3.87059 -0.11268
C 0.58768 2.66442 0.06170
C 3.98752 -1.14782 0.23708
C 3.54200 -0.09327 1.07803
C 3.17671 -1.64308 -0.80305
C 2.34451 0.49889 0.83471
C 1.95384 -1.00797 -1.01242
C 1.57561 0.05203 -0.28564
C -3.29284 -0.01630 1.12451
C -3.17962 -0.29467 -1.35577
C -1.17978 -0.79922 0.05508
C -2.67119 -0.75464 -0.05100
Se -0.22351 0.80919 -0.51287
H 0.92858 4.84095 -0.29181
H 4.89055 -1.58840 0.53748
H 4.18824 0.07355 1.90131
H 3.50614 -2.49992 -1.35783
H 2.09633 1.29674 1.52777
H 1.30497 -1.21683 -1.77801
H -4.45002 -0.17125 1.19447
H -3.18002 1.08952 0.95158
H -2.64730 -0.12657 2.07633
H -4.26502 -0.49890 -1.43049
H -2.80530 -0.90461 -2.15986
H -3.00584 0.69273 -1.36377
H -0.88715 -1.34196 0.88103
H -2.99766 -1.78322 0.05412
*
```

Here are the Löwdin charges for atoms 1 to 6, given in e: -0.01, -0.35, -0.06, -0.08, -0.05, -0.11

=====

(6)
The following is a quantum chemistry calculation of a structure of composition C39H47BLuN11S7 in a non-equilibrium geometry, from OMol25.

Results
- Lowest unoccupied orbital energy: -1.06 eV
- HOMO level: -6.97 eV
- Total energy: -167744.6746 eV

Geometry as ORCA input:
```
! RIJCOSX wB97M-V def2-TZVPD def2/J DEFGRID3
* xyz 0 1
Lu 1.34944 -0.39952 -3.24271
C -3.38250 0.08444 -3.05680
C -2.87139 -0.45024 -1.76335
C -3.42321 -1.45410 -0.99200
C -2.85022 -1.81825 0.25219
N -1.85368 -1.14225 0.82542
N -1.42076 -0.13266 0.08389
B -0.09762 0.74385 0.18383
N 1.15047 -0.11359 0.62587
N 1.85829 0.42332 1.62050
C 2.77870 -0.24477 2.22489
C 3.10782 -1.59838 1.78872
C 2.36968 -2.17783 0.80553
C 2.66203 -3.54567 0.37031
C 1.40346 -1.35003 0.12791
S 0.54976 -1.98146 -1.20100
C 3.54790 0.47042 3.30534
C 3.54059 -0.18932 4.68365
C 5.00003 0.63434 2.86678
C 2.98683 1.91416 3.51747
N -0.40709 1.88744 1.13125
N -1.22697 1.42591 2.09817
C -1.90303 2.32559 2.77813
C -1.76477 3.67158 2.48770
C -0.84880 4.16021 1.66093
C -0.76653 5.62224 1.48577
C -0.01861 3.18431 0.95503
S 1.15630 3.71262 -0.09208
C -2.79486 1.71944 3.87640
C -4.14151 2.46031 3.98171
C -3.08307 0.25588 3.59026
C -2.03134 1.77310 5.21466
C -1.75376 0.14719 -1.16815
S -0.60095 1.29851 -1.67813
C -3.20907 -3.15717 0.93505
C -2.24032 -4.24505 0.37273
C -4.62756 -3.50964 0.53586
C -2.98183 -2.99973 2.44273
H -3.97673 -0.61241 -3.60228
H -2.54171 0.45560 -3.64101
H -3.98084 1.01357 -2.76808
H -4.28250 -1.99068 -1.30462
H 3.95182 -2.14203 2.21026
H 3.55333 -3.96546 0.80418
H 2.78208 -3.54488 -0.68822
H 1.85924 -4.20692 0.69420
H 4.01731 -1.18408 4.71343
H 2.53447 -0.31472 5.10967
H 4.02842 0.48406 5.39449
H 5.47590 -0.36225 2.72023
H 5.60213 1.11987 3.62016
H 5.10619 1.16356 1.97335
H 1.90449 1.85087 3.74008
H 3.12736 2.60960 2.70456
H 3.45665 2.26074 4.46035
H -2.41392 4.41733 2.93666
H -1.31820 6.03643 2.29631
H -1.26678 5.98917 0.58000
H 0.26865 6.02714 1.44911
H -4.54037 2.55760 2.99612
H -4.07195 3.43655 4.42070
H -4.85041 1.93406 4.58183
H -3.56032 0.20090 2.64550
H -3.69442 -0.16636 4.39554
H -2.21373 -0.40597 3.53085
H -1.72902 2.77656 5.53947
H -1.14336 1.11793 5.11909
H -2.65158 1.36910 5.98207
H -2.37505 -4.38021 -0.64727
H -2.41433 -5.20544 0.88022
H -1.15499 -3.98326 0.52781
H -4.63957 -3.86122 -0.45450
H -5.33821 -2.66934 0.65230
H -4.94009 -4.32518 1.17397
H -1.98364 -2.62711 2.69352
H -3.10513 -3.96104 2.93185
H -3.65637 -2.28853 2.88571
C -2.24745 -3.97389 -6.21103
S -2.25954 -2.21213 -6.61782
C -1.07092 -1.51164 -5.52598
S -0.61322 -2.23394 -4.09240
N -0.66499 -0.35497 -5.99739
N 0.10383 0.40064 -5.15467
C 0.43665 1.50793 -5.69990
C 1.25208 2.50018 -5.02282
C 1.70221 3.67385 -5.65612
C 2.50803 4.53128 -4.95053
C 2.98323 4.12236 -3.72641
C 2.62326 2.90278 -3.17485
N 1.72348 2.13151 -3.80341
H -3.10409 -4.41304 -6.69810
H -2.34069 -4.14384 -5.15628
H -1.31419 -4.51145 -6.55298
H 0.17489 1.72006 -6.77234
H 1.36537 3.87402 -6.68481
H 2.88206 5.49740 -5.34364
H 3.60620 4.77820 -3.08655
H 3.01017 2.60234 -2.20701
S 3.55417 -0.05546 -1.90218
C 4.29334 -1.62336 -2.01897
C 5.13255 -1.95850 -0.93333
N 5.78131 -2.20559 -0.01240
C 4.08326 -2.50228 -3.08207
S 2.92333 -2.22835 -4.30861
C 4.90635 -3.70073 -3.20099
N 5.58268 -4.64211 -3.29847
*
```

Here are the Löwdin charges for atoms 1 to 6, given in e: 0.92, -0.02, -0.22, 0.09, -0.17, 0.20

=====

The lowest total energy belongs to which entry?
C39H47BLuN11S7

=====

The lowest total energy belongs to which entry?
C39H47BLuN11S7

=====

The lowest total energy belongs to which entry?
C39H47BLuN11S7

=====

The highest total energy belongs to which entry?
CH2NO2